Record 1
Entry from OMol25: C4H6N4 as an isolated structure in a non-equilibrium geometry (ωB97M-V/def2-TZVPD).

Geometry (Å):
C 1.47 -0.11 -0.03
C -0.54 -0.66 -0.21
C -2.12 -0.80 0.02
C -1.98 0.66 0.29
H 3.14 0.71 0.38
H -2.52 -1.70 0.47
H -2.40 -0.63 -1.09
H -1.87 0.91 1.50
H -2.67 1.43 0.01
H 0.85 2.04 -0.38
N 2.73 -0.32 0.08
N 0.55 -1.18 0.09
N -0.56 0.77 -0.42
N 0.78 1.11 0.07

Charge: 0
Calculated total energy in Eh: -374.88880
Gap between HOMO and LUMO in hartree: 0.3437
LUMO energy in eV: 0.699
E_HOMO in eV: -8.65

***

Record 2
Entry from OMol25: a 2-piece molecular cluster, C4H6N4 overall in a non-equilibrium geometry (ωB97M-V/def2-TZVPD).

Geometry (Å):
C -0.58 1.39 -0.99
C -0.98 0.27 -1.66
C 1.22 0.16 -1.37
C 0.47 -1.47 2.08
N 0.76 1.35 -0.98
N -0.77 0.14 3.24
N 0.05 -0.61 2.76
N 0.14 -0.50 -1.79
H -1.00 2.32 -0.60
H -2.02 -0.18 -1.84
H 1.18 -2.18 1.93
H 2.16 -0.29 -1.39
H -0.71 1.03 2.75
H 0.07 -1.45 -2.13

Charge: 0
Calculated total energy in Eh: -374.89508
Gap between HOMO and LUMO in hartree: 0.3411
LUMO energy in eV: 0.662
E_HOMO in eV: -8.62

***

Record 3
Entry from OMol25: C4H6N4 in the gas phase in a non-equilibrium geometry (ωB97M-V/def2-TZVPD).

Geometry (Å):
H -0.91 3.57 0.86
N -0.15 3.00 1.16
C 0.13 1.96 0.17
C -0.81 1.43 -0.95
N -0.59 0.16 -1.01
C 0.56 -0.14 -0.29
C 0.94 -1.60 -0.18
N 0.01 -2.72 0.32
N 0.95 0.77 0.46
H -1.91 1.89 -1.22
H 1.58 -1.32 0.60
H 1.25 -1.93 -1.22
H 0.01 -2.45 1.46
H -1.06 -2.63 -0.17

Charge: 0
Calculated total energy in Eh: -374.86738
Gap between HOMO and LUMO in hartree: 0.3056
LUMO energy in eV: -1.655
E_HOMO in eV: -9.97
Structure (SMILES): [H]/N=C1\C=NC(CN)=N1

***

Q: Which of these has the lowest LUMO energy?
A: number 3

***

Q: Number 2 is which compound?
A: C4H6N4